# C22H59HgO8

A molecular structure, C22H59HgO8 in a non-equilibrium geometry (ωB97M-V/def2-TZVPD, OMol25).

Each line ends with the Löwdin charge.
Geometry (Å):
Hg  -1.00548  -3.81459  -2.77638  1.3611
C  -0.25612  -1.22915  -0.68890  -0.1392
O  -0.20476  -2.52371  -1.24873  -0.4754
H  0.72733  -1.10630  -0.21399  0.1123
H  -0.42754  -0.42720  -1.41869  0.0992
H  -1.10451  -1.16148  -0.00379  0.0813
C  -4.68495  1.85694  -2.58009  -0.0390
C  -4.36620  0.68220  -1.66639  -0.4863
C  -3.58550  1.16499  -0.44471  -0.0594
O  -5.60791  0.12941  -1.21199  -0.0423
H  -3.75604  2.41504  -2.70977  0.0520
H  -5.42434  2.51609  -2.13014  0.0955
H  -4.99837  1.53194  -3.57076  0.0838
H  -3.81272  -0.08268  -2.22869  0.1248
H  -3.22374  0.33164  0.16469  0.0639
H  -4.26088  1.79082  0.13897  0.0919
H  -2.72223  1.79652  -0.66247  0.0409
H  -5.42993  -0.77654  -0.94396  0.0837
C  -1.96264  0.28626  3.21232  -0.0649
C  -2.23205  1.61290  3.89844  -0.4621
C  -2.98319  2.53243  2.91230  -0.0509
O  -3.14442  1.40114  4.97953  -0.0509
H  -2.88385  -0.28399  3.09198  0.0898
H  -1.22846  -0.27854  3.79007  0.0615
H  -1.52283  0.46194  2.22809  0.0535
H  -1.29891  2.07993  4.22210  0.1334
H  -2.54353  2.38470  1.92121  0.0469
H  -2.91450  3.58948  3.16980  0.0813
H  -4.03291  2.25452  2.82690  0.0853
H  -3.25584  2.23703  5.44236  0.0924
C  3.73331  0.21099  -3.82267  -0.0401
C  2.21321  0.20572  -3.69265  -0.4832
C  1.49931  0.95089  -4.80753  -0.0561
O  1.74873  -1.16012  -3.79497  -0.0977
H  4.02259  -0.40399  -4.67291  0.0912
H  4.20432  -0.12951  -2.89980  0.0677
H  4.07249  1.23188  -4.01460  0.0847
H  1.91322  0.60326  -2.71296  0.1226
H  1.77074  0.58030  -5.79468  0.0886
H  1.72776  2.01472  -4.74446  0.0788
H  0.43416  0.77313  -4.65365  0.0705
H  2.07498  -1.60334  -2.99602  0.0270
C  -1.07983  3.24282  -2.93841  -0.0624
C  -0.96800  3.89704  -1.56814  -0.4965
C  -0.11841  3.03283  -0.63516  -0.0595
O  -0.45097  5.21068  -1.66053  -0.0200
H  -1.73614  3.84505  -3.56915  0.0898
H  -1.49242  2.23231  -2.90596  0.0627
H  -0.09572  3.18096  -3.41274  0.0674
H  -1.97072  3.93393  -1.13109  0.1317
H  -0.66101  2.12706  -0.35818  0.0465
H  0.17234  3.56886  0.26878  0.0838
H  0.81454  2.79312  -1.16101  0.0759
H  0.28481  5.18686  -2.28180  0.0920
C  3.40138  -3.37429  0.57447  -0.0377
C  3.67937  -2.65297  -0.73938  -0.4798
C  4.97253  -3.12614  -1.36869  -0.0351
O  2.58829  -2.85358  -1.65525  -0.0851
H  3.34300  -4.45104  0.40485  0.0939
H  2.43876  -3.07128  0.99746  0.0541
H  4.18677  -3.17362  1.30178  0.0924
H  3.72002  -1.57609  -0.52437  0.1237
H  4.87654  -4.19086  -1.59079  0.0915
H  5.77534  -2.85524  -0.69084  0.0931
H  5.07866  -2.69226  -2.36517  0.0790
H  1.75589  -2.64864  -1.21903  0.0179
C  2.85501  1.62374  1.19679  -0.0570
C  1.56466  1.54319  2.01614  -0.4981
C  1.78849  0.50750  3.12070  -0.0509
O  1.34194  2.77645  2.66652  -0.0399
H  2.84639  2.42939  0.45933  0.0755
H  3.07133  0.69785  0.65598  0.0631
H  3.69503  1.82855  1.86678  0.0862
H  0.77719  1.25700  1.31820  0.1016
H  2.63577  0.84019  3.72049  0.0883
H  1.93741  -0.52967  2.80662  0.0602
H  0.92503  0.44696  3.78664  0.0633
H  2.15968  3.14050  3.01739  0.0980
C  -1.79259  -4.79392  3.13173  -0.0428
C  -0.98012  -3.76488  2.37316  -0.5009
C  0.16633  -3.19727  3.19145  -0.0525
O  -0.46273  -4.26656  1.14375  -0.0646
H  -2.62195  -5.20875  2.56329  0.0807
H  -2.19567  -4.28941  4.00931  0.0885
H  -1.12336  -5.59176  3.45957  0.0898
H  -1.68291  -2.95103  2.13351  0.1267
H  0.64070  -2.38441  2.63394  0.0437
H  0.94788  -3.95257  3.30660  0.0916
H  -0.12550  -2.84129  4.17789  0.0883
H  -0.15089  -3.55099  0.58017  0.0237

As for the energy above the lowest of the compared OMol25 structures with the same formula, charge and spin: 18.42 kcal/mol. Its LUMO energy is -8.93 eV. The net charge is +1. For the maximum force, the calculation gives 0.04467 hartree/bohr. As for the total energy: -1628.505282 Ha. For the HOMO energy, the calculation gives -0.43509 Ha.